[1]
The following is a quantum chemistry calculation of a structure of composition C27H69CuN4O12 at a distorted geometry, from the OMol25 dataset.

Last column: Mulliken charge in e.
Geometry (Å):
Cu1 -11.3876 -12.8544 -0.3123  -0.101
O1 -14.7740 -12.7261 -2.2797  0.892
C1 -13.6855 -12.7855 -1.5272  0.497
O2 -13.6790 -13.3241 -0.4059  0.837
O3 -12.5792 -12.3817 -2.0238  -0.990
H1 -14.5133 -12.2068 -3.0783  -0.510
C2 -11.4518 -13.5072 -5.5520  -0.611
C3 -12.2128 -13.7276 -6.8197  -0.215
O4 -12.9441 -14.9487 -6.7796  -0.678
H2 -12.1627 -13.2282 -4.7684  -0.147
H3 -10.6917 -12.7224 -5.6259  0.422
H4 -10.9027 -14.3993 -5.2407  0.315
H5 -11.5810 -13.7309 -7.7089  0.378
H6 -12.9591 -12.9321 -6.9569  0.050
H7 -13.6426 -14.8384 -6.1006  0.366
C4 -16.3020 -17.6698 -0.2628  -1.840
C5 -15.4019 -16.5331 -0.6747  3.121
O5 -15.2358 -15.5665 0.3670  -0.491
H8 -15.7393 -18.4978 0.1753  0.493
H9 -16.7524 -18.1221 -1.1489  0.366
H10 -17.0896 -17.3601 0.4201  0.282
H11 -15.8054 -16.0024 -1.5493  -1.906
H12 -14.4350 -16.8434 -1.0954  -0.383
H13 -14.5434 -14.9532 0.0841  -0.201
C6 -18.0634 -11.9614 -6.5330  -0.741
O6 -17.5380 -12.6053 -5.3995  -0.330
C7 -17.3570 -11.7674 -4.2757  0.216
C8 -16.3500 -10.6419 -4.4760  -1.101
N1 -15.0364 -11.1765 -4.8741  0.058
C9 -14.0125 -10.1205 -4.9830  -0.739
C10 -14.3613 -9.0879 -6.0388  -0.894
O7 -14.8103 -9.7586 -7.2037  -0.241
C11 -15.2345 -8.8847 -8.2257  -0.904
H14 -17.4498 -11.1561 -6.9514  0.186
H15 -19.0404 -11.5180 -6.3022  0.320
H16 -18.2099 -12.6982 -7.3193  0.293
H17 -17.0839 -12.3833 -3.4196  -0.691
H18 -18.3288 -11.3078 -4.0486  0.644
H19 -16.2522 -10.1038 -3.5252  0.542
H20 -16.7657 -9.9235 -5.1909  0.450
H21 -15.2542 -11.4257 -5.8416  0.418
H22 -13.0864 -10.5872 -5.3221  0.303
H23 -13.8968 -9.5432 -4.0640  0.231
H24 -13.5416 -8.4226 -6.3347  0.544
H25 -15.1406 -8.3965 -5.6860  0.388
H26 -16.0427 -8.2627 -7.8156  0.364
H27 -15.7434 -9.4534 -9.0034  0.271
H28 -14.4379 -8.2810 -8.6593  0.316
C12 -11.1798 -16.0554 -1.2010  -0.764
O8 -11.3137 -15.0933 -0.1695  -0.199
C13 -11.7091 -15.6892 1.0837  -0.349
C14 -11.8846 -14.5278 2.0845  -0.660
N2 -11.0118 -13.3735 1.7472  -0.045
C15 -11.3111 -12.2848 2.6928  -0.899
C16 -12.4586 -11.3752 2.2745  -0.094
O9 -12.2248 -11.1293 0.8946  -0.210
C17 -12.9716 -10.0138 0.4048  -0.698
H29 -11.0977 -15.5412 -2.1586  0.210
H30 -11.9839 -16.7932 -1.2533  0.273
H31 -10.2510 -16.6247 -1.0761  0.327
H32 -10.9648 -16.3978 1.4487  0.557
H33 -12.6418 -16.2000 0.8458  0.104
H34 -11.7277 -14.9528 3.0776  0.588
H35 -12.9312 -14.2245 2.0620  0.178
H36 -10.0583 -13.6722 1.9351  0.268
H37 -10.4362 -11.6295 2.7556  0.432
H38 -11.4395 -12.6745 3.7051  0.409
H39 -12.5042 -10.4883 2.9016  0.539
H40 -13.3909 -11.9446 2.3537  0.031
H41 -14.0321 -10.1565 0.6358  0.033
H42 -12.9368 -9.9708 -0.6815  0.206
H43 -12.6234 -9.0909 0.8646  0.391
C18 -17.3265 -10.8307 -0.8732  -0.270
O10 -17.9625 -10.5589 0.3485  -0.468
C19 -17.2970 -11.1130 1.4548  -0.711
C20 -17.0674 -12.6243 1.4441  0.089
N3 -18.3461 -13.3332 1.6236  -0.404
C21 -18.2000 -14.7563 1.3177  0.424
C22 -19.4875 -15.5176 1.4337  -1.016
O11 -20.2573 -15.2673 0.2688  -0.243
C23 -21.4909 -15.9442 0.2159  -0.869
H44 -17.7286 -10.1894 -1.6552  0.267
H45 -17.4043 -11.8764 -1.1787  0.172
H46 -16.2562 -10.5810 -0.8044  0.166
H47 -17.8973 -10.8811 2.3323  0.409
H48 -16.2842 -10.6782 1.5019  0.210
H49 -16.5031 -12.8678 2.3502  0.412
H50 -16.4907 -12.9345 0.5634  -0.234
H51 -18.9898 -12.9001 0.9642  0.363
H52 -17.4296 -15.1374 1.9914  0.286
H53 -17.7904 -14.8463 0.3025  -0.539
H54 -20.0627 -15.1636 2.2981  0.547
H55 -19.3343 -16.5994 1.5268  0.455
H56 -21.8695 -15.8190 -0.7944  0.243
H57 -22.2012 -15.5678 0.9563  0.325
H58 -21.3452 -17.0145 0.4033  0.326
C24 -14.1517 -16.4330 -3.8272  -1.570
C25 -15.4114 -15.8251 -4.3951  0.665
C26 -16.6444 -15.7178 -3.4961  -0.639
O12 -16.9101 -16.9926 -2.9579  -0.378
C27 -17.9488 -17.0500 -1.9850  0.463
N4 -15.0820 -14.4664 -4.8769  -0.375
H59 -13.6350 -15.7700 -3.1271  0.006
H60 -13.4447 -16.6158 -4.6394  0.648
H61 -14.3287 -17.4040 -3.3623  0.438
H62 -15.7679 -16.4140 -5.2444  0.314
H63 -17.4552 -15.2855 -4.0958  0.692
H64 -16.5220 -15.0167 -2.6549  0.248
H65 -17.6512 -16.4100 -1.1471  -0.822
H66 -17.9759 -18.0619 -1.5887  0.371
H67 -18.8876 -16.7413 -2.4428  0.336
H68 -15.9530 -13.9947 -5.1286  0.218
H69 -14.7390 -13.9048 -4.1043  -0.028

Atoms 1-6, force components in eV/Å:
Cu -2.576 -0.368 0.518
O 0.608 0.620 0.372
C 0.507 -1.138 0.187
O -0.282 0.121 0.449
O 1.610 0.429 0.672
H -0.573 -0.010 -0.461

Computed properties:
LUMO energy (alpha / beta) ... -3.56 / -6.20 eV
Charge ... +1
DFT total energy ... -104276.52578 eV
Spin multiplicity ... 2
Relative energy (zero: lowest compared OMol25 entry of this formula, charge and spin) ... 0.0 kcal per mole
Kohn-Sham gap (alpha / beta) ... 7.0 / 4.4 eV

---

[2]
The following is a quantum chemistry calculation of a structure of composition C27H69F3HfN4O14S at a distorted geometry, from the OMol25 dataset.

Last column: Mulliken charge in e.
Geometry (Å):
Hf1 6.2585 21.2968 14.8201  1.372
C1 3.5729 21.8272 11.3718  0.428
C2 4.5610 22.8754 11.8853  0.390
O1 5.1910 22.4869 13.1058  0.623
H1 2.6515 21.8134 11.9510  -0.326
H2 4.0345 20.8474 11.2471  0.011
H3 3.2475 22.0129 10.3447  -0.273
H4 4.1451 23.8688 12.0777  -0.167
H5 5.3299 23.1228 11.1439  0.028
C3 3.3132 18.4612 12.9936  0.592
F1 2.8537 19.6654 13.3612  -0.158
F2 3.0716 17.6288 14.0039  -0.210
F3 2.6753 18.1182 11.8998  -0.180
S1 5.1853 18.4460 12.6949  1.112
O2 5.3914 18.7863 11.2839  -0.594
O3 5.5965 19.5306 13.6777  -0.753
O4 5.7156 17.1485 13.1069  -0.545
C4 -1.5713 21.2505 14.6593  -0.727
O5 -0.9223 22.4848 14.4835  -0.426
C5 0.4598 22.4039 14.3088  -0.693
C6 1.1843 23.7458 14.1411  0.208
N1 0.7250 24.6678 15.2124  -0.419
C7 1.3380 25.9593 14.8838  -0.868
C8 2.8968 26.0916 14.9289  1.039
O6 3.4696 25.9144 16.1716  -0.522
C9 4.7494 26.4862 16.4375  -0.484
H6 -2.6506 21.2428 14.5300  0.291
H7 -1.4571 20.9238 15.7007  0.302
H8 -1.0616 20.4770 14.0796  0.256
H9 0.8012 21.7097 13.5284  0.242
H10 0.7845 21.8328 15.1917  0.416
H11 0.9071 24.1203 13.1478  0.066
H12 2.2455 23.5150 14.1212  -0.009
H13 -0.2634 24.5315 15.0220  0.373
H14 1.0506 26.7383 15.5948  0.483
H15 0.9661 26.3684 13.9376  0.376
H16 3.2089 27.0570 14.5172  0.276
H17 3.3613 25.3578 14.2514  -0.689
H18 4.9207 27.5316 16.1725  0.265
H19 5.4712 25.9029 15.8537  0.044
H20 4.9478 26.3618 17.4994  0.368
C10 0.4176 27.7333 8.6668  -0.753
O7 1.4972 28.0410 9.5904  -0.320
C11 2.0205 26.8926 10.3127  0.545
C12 3.1211 27.2052 11.2671  0.940
N2 3.2050 28.5327 11.8792  -0.209
C13 3.4966 29.6485 10.9955  -1.163
C14 4.8209 29.7008 10.2106  -0.196
O8 5.8470 30.1754 11.0706  -0.255
C15 6.9837 30.5857 10.3425  -0.806
H21 -0.4941 27.4439 9.1938  0.324
H22 0.6815 27.0254 7.8830  0.250
H23 0.1377 28.6982 8.2470  0.268
H24 2.3381 26.1854 9.5437  -0.701
H25 1.1343 26.4560 10.7840  0.406
H26 4.0326 26.8708 10.7533  -0.226
H27 3.0063 26.5162 12.1077  -0.406
H28 3.9106 28.6067 12.6029  0.151
H29 3.4513 30.5810 11.5629  0.498
H30 2.6713 29.7690 10.2951  0.410
H31 4.6464 30.1663 9.2403  0.633
H32 5.1315 28.6663 10.0081  -0.069
H33 7.6928 31.1180 10.9768  0.249
H34 6.8346 31.2502 9.4896  0.366
H35 7.4311 29.6316 10.0395  0.272
C16 7.2104 25.8565 11.0820  -0.289
O9 7.2295 25.4705 12.4513  -0.226
C17 7.7835 26.4352 13.3217  -0.416
C18 6.8955 27.6501 13.6826  0.893
N3 7.5753 28.6744 14.4923  -0.273
C19 8.5516 29.4798 13.7877  -0.133
C20 9.1209 30.4259 14.8656  -0.856
O10 8.2138 31.5005 15.0465  -0.280
C21 8.8375 32.4461 15.8452  -0.838
H36 6.7664 26.8291 10.8633  0.115
H37 6.7629 25.0044 10.5739  -0.191
H38 8.1960 25.9859 10.6224  0.421
H39 8.7638 26.8637 13.1015  0.432
H40 7.8609 25.9389 14.2935  -0.072
H41 6.1083 27.1853 14.2753  -0.798
H42 6.4071 28.2087 12.8749  -0.240
H43 6.7899 29.1226 14.9411  0.338
H44 8.0969 30.0681 12.9833  -0.101
H45 9.3231 28.8675 13.3220  0.485
H46 10.1207 30.7260 14.5289  0.462
H47 9.3871 29.9542 15.8154  0.418
H48 9.2527 32.0077 16.7628  0.319
H49 8.1418 33.1895 16.2385  0.281
H50 9.6856 33.0364 15.4823  0.340
C22 0.5605 20.4054 8.0427  -0.426
O11 0.0364 21.6638 7.6391  -0.361
C23 0.5499 22.2592 6.4802  -0.774
C24 1.4361 23.4671 6.7854  -0.383
N4 2.8431 23.0694 7.1380  -0.367
C25 3.6574 24.2771 7.2921  0.186
C26 5.0188 23.8188 7.6812  -0.068
O12 5.8923 24.9271 7.6887  -0.294
C27 7.2732 24.6389 7.6659  -0.837
H51 -0.2066 19.7315 8.4220  0.293
H52 1.3322 20.4504 8.8182  -0.043
H53 1.0403 19.8848 7.2103  0.333
H54 -0.3830 22.4654 5.9447  0.396
H55 0.9832 21.5208 5.7980  0.426
H56 0.9078 24.0862 7.5144  0.180
H57 1.5075 24.0437 5.8620  0.437
H58 2.9562 22.4991 7.9675  0.245
H59 3.2398 24.9879 8.0100  -0.523
H60 3.6981 24.6960 6.2860  0.396
H61 5.4109 23.0181 7.0414  0.448
H62 5.0511 23.2062 8.5986  -0.216
H63 7.5329 24.3377 6.6511  0.359
H64 7.5355 23.9207 8.4507  0.296
H65 7.8316 25.5196 7.9848  0.246
O13 7.5780 20.7601 12.7185  -0.390
H66 8.5312 20.6713 12.5852  0.292
H67 7.2034 20.8039 11.8267  0.270
O14 7.4295 23.2949 14.2563  -0.715
H68 7.1076 23.8791 13.5306  0.690
H69 7.9589 23.8692 14.8300  0.387

Atoms 1-6, force components in eV/Å:
Hf -2.858 1.192 -10.994
C 0.041 0.397 -0.556
C -0.504 -0.422 -0.270
O 2.418 -2.309 4.565
H 0.199 -0.237 0.252
H 0.047 -0.019 0.550

Computed properties:
LUMO energy ... -10.85 eV
Charge ... +2
DFT total energy ... -84008.65061 eV
Kohn-Sham gap ... 1.7 eV

---

- What is the DFT total energy in the first record?
  -104276.52578 eV

---

- The highest DFT total energy belongs to which entry?
  C27H69F3HfN4O14S

---

- Which value of charge does entry 1 give?
  +1